Below is an isolated ion of composition C3H2NO2S and charge -1 in a non-equilibrium geometry, with properties calculated with ωB97M-V with the def2-TZVPD basis set.

Structure (XYZ):
```
9
C3H2NO2S (ωB97M-V with the def2-TZVPD basis set)
S -1.63311 0.86262 -0.24721
O -1.50065 2.25706 -0.64648
O -2.54718 0.69062 1.08293
N -4.08382 -1.95085 -0.73549
C 0.03874 0.30599 0.18873
C -3.64944 -0.93738 -0.36386
C -3.39138 0.40332 -0.12704
H -0.04040 -0.78484 0.23345
H 0.56712 0.57586 -0.73756
```

Energy: -19557.46416 eV
<S²>: 2.03
Lowest unoccupied orbital energy (alpha / beta): 3.99 / 2.13 eV
2S+1: 3
Charge: -1
Molecular weight: 116.1 g/mol